Entry 1:
{
  "formula": "C54H56N3O2P2RhSe",
  "method": "ωB97M-V with the def2-TZVPD basis set",
  "species": ["Rh", "C", "N", "C", "P", "C", "C", "C", "C", "C", "C", "C", "C", "C", "C", "C", "C", "C", "C", "C", "C", "C", "C", "P", "C", "C", "C", "C", "C", "C", "C", "C", "C", "C", "C", "C", "H", "H", "H", "H", "H", "H", "H", "H", "H", "H", "H", "H", "H", "H", "H", "H", "H", "H", "H", "H", "H", "H", "H", "H", "H", "H", "H", "H", "H", "C", "C", "C", "C", "N", "C", "Se", "N", "C", "C", "C", "C", "C", "C", "C", "C", "C", "C", "H", "H", "H", "H", "H", "H", "H", "H", "H", "H", "H", "H", "H", "H", "H", "H", "H", "H", "H", "H", "H", "H", "O", "C", "O", "C", "C", "C", "C", "C", "C", "H", "H", "H", "H", "H"],
  "positions_angstrom": [[-0.29, -0.18, 0.22], [2.94, -1.55, 0.34], [3.18, -0.99, 1.65], [2.09, -1.17, 2.58], [0.61, -0.14, 2.25], [0.96, 1.57, 2.63], [2.25, 2.08, 2.44], [2.52, 3.40, 2.74], [1.51, 4.23, 3.21], [0.23, 3.73, 3.39], [-0.05, 2.41, 3.10], [-0.56, -0.74, 3.49], [-0.37, -0.35, 4.82], [-1.18, -0.85, 5.82], [-2.20, -1.75, 5.50], [-2.39, -2.14, 4.19], [-1.58, -1.64, 3.18], [4.49, -1.14, 2.22], [4.81, -0.40, 3.36], [6.08, -0.48, 3.91], [7.05, -1.29, 3.34], [6.73, -2.03, 2.21], [5.46, -1.96, 1.66], [3.31, -0.57, -1.20], [2.19, 0.89, -0.98], [2.59, 2.16, -0.61], [1.72, 3.30, -0.71], [0.51, 3.22, -1.28], [0.03, 1.93, -1.84], [0.86, 0.74, -1.45], [4.98, 0.14, -1.03], [5.83, -0.10, -2.11], [7.14, 0.37, -2.10], [7.60, 1.10, -1.02], [6.76, 1.35, 0.06], [5.46, 0.87, 0.05], [1.85, -1.72, 0.24], [3.35, -2.56, 0.21], [2.40, -0.89, 3.58], [1.72, -2.21, 2.65], [3.04, 1.43, 2.08], [3.53, 3.79, 2.61], [1.73, 5.26, 3.45], [-0.55, 4.38, 3.78], [-1.05, 2.02, 3.26], [0.42, 0.35, 5.07], [-1.02, -0.55, 6.84], [-2.83, -2.14, 6.28], [-3.17, -2.85, 3.94], [-1.70, -1.99, 2.17], [4.08, 0.27, 3.82], [6.31, 0.11, 4.79], [8.03, -1.35, 3.77], [7.47, -2.67, 1.76], [5.26, -2.54, 0.77], [3.61, 2.34, -0.28], [2.10, 4.25, -0.37], [-0.09, 4.11, -1.44], [0.00, 2.01, -2.94], [0.66, -0.15, -2.06], [5.48, -0.67, -2.96], [7.79, 0.17, -2.94], [8.62, 1.47, -1.01], [7.13, 1.90, 0.92], [4.84, 1.04, 0.92], [-4.64, -3.97, -1.14], [-4.88, -3.41, 0.26], [-5.19, -1.92, 0.31], [-3.99, -0.98, 0.18], [-3.37, -0.98, -1.15], [-2.21, -1.54, -1.52], [-0.98, -2.49, -0.42], [-2.03, -1.34, -2.84], [-0.91, -1.79, -3.69], [-1.33, -2.86, -4.68], [-1.64, -4.22, -4.05], [-0.42, -4.90, -3.44], [-3.10, -0.60, -3.33], [-3.36, -0.08, -4.59], [-4.52, 0.66, -4.72], [-5.39, 0.87, -3.64], [-5.12, 0.36, -2.38], [-3.95, -0.38, -2.25], [-4.65, -5.06, -1.13], [-3.68, -3.67, -1.55], [-5.42, -3.64, -1.83], [-4.01, -3.62, 0.90], [-5.72, -3.94, 0.71], [-5.65, -1.67, 1.27], [-5.94, -1.67, -0.45], [-3.21, -1.24, 0.89], [-4.28, 0.05, 0.38], [-0.13, -2.15, -3.01], [-0.53, -0.90, -4.19], [-0.52, -2.97, -5.41], [-2.20, -2.51, -5.24], [-2.05, -4.87, -4.83], [-2.43, -4.11, -3.31], [0.40, -4.94, -4.16], [-0.64, -5.92, -3.15], [-0.05, -4.38, -2.56], [-2.70, -0.24, -5.43], [-4.77, 1.08, -5.69], [-6.29, 1.45, -3.80], [-5.79, 0.53, -1.55], [-1.62, 1.52, 0.69], [-1.83, 2.15, -0.34], [-1.38, 1.61, -1.50], [-2.60, 3.38, -0.43], [-2.84, 4.11, 0.74], [-3.57, 5.28, 0.67], [-4.08, 5.70, -0.56], [-3.86, 4.96, -1.72], [-3.11, 3.80, -1.66], [-2.43, 3.76, 1.68], [-3.75, 5.87, 1.56], [-4.66, 6.61, -0.61], [-4.27, 5.30, -2.66], [-2.94, 3.21, -2.55]],
  "gap_ev": [5.50, 5.49],
  "lumo_energy_ev": [-6.730, -6.734],
  "e_above_lowest_kcal_mol": 92.7,
  "e_homo_ev": [-12.23, -12.23],
  "charge": 2
}


Entry 2:
{
  "formula": "CH6FN3",
  "method": "ωB97M-V with the def2-TZVPD basis set",
  "species": ["C", "N", "N", "N", "F", "H", "H", "H", "H", "H", "H"],
  "positions_angstrom": [[-0.36, 0.36, 0.04], [0.35, 1.37, -0.47], [1.40, -0.91, 0.99], [-1.10, -0.52, -0.68], [-1.01, 0.63, 1.13], [1.01, 1.82, 0.22], [0.85, 0.98, -1.24], [1.47, -1.46, 0.17], [0.71, -1.15, 1.62], [-1.97, -0.77, -0.18], [-1.35, -0.35, -1.59]],
  "gap_ev": [7.97, 7.97],
  "lumo_energy_ev": [0.596, 0.596],
  "e_above_lowest_kcal_mol": 78.3,
  "e_homo_ev": [-7.38, -7.38]
}


Entry 3:
{
  "formula": "C47H39Cl5N5O4PZr",
  "method": "ωB97M-V with the def2-TZVPD basis set",
  "species": ["Zr", "C", "C", "C", "C", "C", "C", "C", "P", "C", "C", "C", "C", "C", "C", "C", "C", "C", "C", "C", "C", "C", "C", "H", "H", "H", "H", "H", "H", "H", "H", "H", "H", "H", "H", "H", "H", "H", "H", "H", "H", "H", "H", "Cl", "C", "C", "C", "Cl", "C", "Cl", "C", "Cl", "C", "Cl", "C", "C", "N", "O", "C", "C", "N", "O", "H", "H", "H", "H", "H", "H", "H", "C", "O", "C", "C", "C", "C", "C", "C", "N", "N", "C", "C", "C", "C", "O", "C", "N", "C", "C", "C", "C", "H", "H", "H", "H", "H", "H", "H", "H", "H", "H", "H", "H"],
  "positions_angstrom": [[-0.43, 0.11, 0.27], [2.56, -2.83, 1.69], [3.49, -1.95, 2.47], [4.79, -2.37, 2.70], [5.67, -1.64, 3.48], [5.24, -0.47, 4.07], [3.95, -0.02, 3.85], [3.07, -0.73, 3.04], [1.37, -0.12, 2.69], [1.24, 1.41, 3.72], [0.38, 1.44, 4.82], [0.25, 2.57, 5.61], [0.99, 3.70, 5.32], [1.82, 3.70, 4.21], [1.94, 2.58, 3.39], [2.80, 2.69, 2.16], [0.36, -1.34, 3.57], [0.66, -1.69, 4.89], [-0.18, -2.51, 5.62], [-1.34, -3.00, 5.01], [-1.60, -2.71, 3.69], [-0.74, -1.91, 2.92], [-0.94, -1.80, 1.44], [3.12, -3.53, 1.07], [1.90, -2.26, 1.04], [1.92, -3.41, 2.36], [5.12, -3.30, 2.25], [6.68, -2.00, 3.64], [5.91, 0.11, 4.70], [3.63, 0.90, 4.32], [-0.22, 0.57, 5.06], [-0.42, 2.56, 6.46], [0.92, 4.59, 5.94], [2.38, 4.59, 3.95], [3.39, 3.61, 2.19], [2.18, 2.73, 1.27], [3.49, 1.85, 2.05], [1.54, -1.28, 5.36], [0.05, -2.77, 6.64], [-2.02, -3.62, 5.57], [-2.48, -3.14, 3.21], [-1.97, -2.07, 1.17], [-0.30, -2.57, 0.99], [-0.86, -2.81, -1.72], [0.82, -2.32, -1.66], [1.12, -1.15, -0.99], [2.43, -0.73, -1.09], [2.77, 0.86, -0.45], [3.45, -1.46, -1.69], [5.07, -0.89, -1.71], [3.11, -2.68, -2.28], [4.34, -3.64, -3.01], [1.78, -3.11, -2.29], [1.36, -4.59, -3.07], [-0.26, 5.76, 0.53], [-0.06, 4.28, 0.38], [0.61, 3.73, -0.56], [1.14, 4.55, -1.54], [-0.67, 3.35, 1.38], [-1.44, 3.86, 2.54], [-0.49, 2.10, 1.17], [-1.02, 1.20, 2.02], [0.67, 6.31, 0.36], [-0.59, 6.01, 1.53], [-1.01, 6.13, -0.17], [0.84, 5.46, -1.40], [-0.81, 4.49, 3.18], [-1.80, 3.02, 3.13], [-2.29, 4.46, 2.21], [-2.37, -5.38, -5.25], [-1.92, -4.35, -6.11], [-2.55, -3.15, -6.03], [-3.58, -2.86, -5.14], [-4.14, -1.60, -5.12], [-3.70, -0.62, -6.00], [-2.71, -0.93, -6.93], [-2.12, -2.18, -6.93], [-4.29, 0.69, -6.14], [-4.48, 1.45, -5.18], [-3.94, 1.16, -3.88], [-4.79, 1.00, -2.82], [-4.33, 0.68, -1.53], [-2.98, 0.57, -1.30], [-2.44, 0.26, -0.13], [-2.08, 0.86, -2.36], [-0.76, 0.84, -2.02], [0.13, 1.13, -2.95], [-0.23, 1.45, -4.27], [-1.55, 1.46, -4.62], [-2.53, 1.15, -3.66], [-1.74, -6.24, -5.46], [-3.42, -5.64, -5.46], [-2.26, -5.10, -4.20], [-3.94, -3.61, -4.45], [-4.94, -1.39, -4.43], [-2.42, -0.18, -7.66], [-1.33, -2.43, -7.63], [-5.86, 1.08, -3.01], [-5.02, 0.52, -0.72], [1.17, 1.14, -2.64], [0.55, 1.69, -4.98], [-1.84, 1.71, -5.63]],
  "gap_ev": 7.30,
  "lumo_energy_ev": -0.433,
  "e_above_lowest_kcal_mol": 10.2,
  "e_homo_ev": -7.74
}


Entry 4:
{
  "formula": "C5H8N2",
  "method": "ωB97M-V with the def2-TZVPD basis set",
  "species": ["C", "C", "C", "C", "C", "N", "N", "H", "H", "H", "H", "H", "H", "H", "H"],
  "positions_angstrom": [[1.93, 0.41, 0.91], [1.26, 1.22, 0.13], [1.48, -0.84, 0.20], [0.79, 0.06, -0.80], [-3.09, -0.23, -0.34], [-1.07, 0.24, 0.90], [-2.02, 0.12, 0.32], [2.25, -1.45, -0.28], [0.64, -1.37, 0.56], [-0.28, -0.03, -1.00], [1.20, 0.01, -1.78], [1.41, 2.22, 0.03], [-3.98, 0.15, 0.14], [-3.21, -1.27, -0.68], [2.66, 0.75, 1.70]],
  "gap_ev": [6.81, 7.45],
  "s_squared": 2.02,
  "lumo_energy_ev": [0.934, -1.721],
  "e_above_lowest_kcal_mol": 80.7,
  "e_homo_ev": [-5.88, -9.17],
  "spin_multiplicity": 3
}


Entry 5:
{
  "formula": "CH6BN",
  "method": "ωB97M-V with the def2-TZVPD basis set",
  "species": ["B", "N", "C", "H", "H", "H", "H", "H", "H"],
  "positions_angstrom": [[-0.02, -1.20, -0.97], [0.50, 0.06, -0.34], [-0.13, 0.75, 0.76], [0.57, -1.60, -1.91], [-1.14, -1.38, -0.55], [1.23, 0.47, -0.80], [0.57, 0.89, 1.68], [-0.51, 1.77, 0.49], [-1.04, 0.07, 1.12]],
  "gap_ev": 10.62,
  "lumo_energy_ev": 0.892,
  "e_above_lowest_kcal_mol": 35.7,
  "e_homo_ev": -9.73,
  "smiles": "BNC"
}


Entry 6:
{
  "formula": "C36H79F6NO11S3",
  "method": "ωB97M-V with the def2-TZVPD basis set",
  "species": ["C", "C", "C", "O", "C", "C", "C", "C", "O", "C", "C", "C", "S", "C", "S", "N", "C", "C", "C", "C", "O", "C", "C", "F", "F", "C", "F", "F", "F", "S", "O", "O", "F", "H", "H", "H", "H", "H", "H", "H", "H", "H", "H", "H", "H", "H", "H", "H", "H", "H", "H", "H", "H", "H", "H", "H", "H", "H", "H", "H", "H", "H", "H", "H", "C", "C", "C", "O", "H", "H", "H", "H", "H", "H", "H", "H", "C", "C", "C", "O", "H", "H", "H", "H", "H", "H", "H", "H", "C", "C", "C", "O", "H", "H", "H", "H", "H", "H", "H", "H", "C", "C", "C", "O", "H", "H", "H", "H", "H", "H", "H", "H", "C", "C", "C", "O", "H", "H", "H", "H", "H", "H", "H", "H", "C", "C", "C", "O", "H", "H", "H", "H", "H", "H", "H", "H"],
  "positions_angstrom": [[0.72, -3.07, 0.28], [-0.30, -3.36, 1.54], [-1.83, -3.77, 1.12], [-2.14, -3.63, -0.31], [-3.38, -2.78, -0.43], [-3.67, -2.37, -2.02], [-4.23, -3.74, -2.73], [-3.97, -3.80, -4.37], [-4.46, -2.62, -5.10], [-2.24, -2.01, -2.81], [-1.27, -0.98, -1.98], [-1.73, 0.62, -2.10], [-0.54, 1.54, -0.92], [-1.11, 3.34, -0.73], [-0.68, 4.06, 0.80], [-1.83, 4.07, -1.84], [-3.05, 4.83, -1.35], [-4.34, 4.19, -2.19], [-0.82, 4.96, -2.53], [-0.33, 4.16, -3.90], [-4.52, -1.19, -2.17], [-5.88, -1.39, -1.67], [-6.41, -0.20, -0.64], [-7.78, -0.50, -0.07], [-6.34, 1.13, -1.32], [-5.43, -0.05, 0.71], [-6.15, 0.96, 1.57], [-5.38, -1.29, 1.52], [-4.11, 0.56, 0.41], [-7.00, -1.41, -3.22], [-6.31, -0.38, -4.20], [-8.42, -0.87, -2.96], [-7.17, -2.98, -3.90], [0.79, -1.91, 0.10], [0.44, -3.62, -0.72], [1.80, -3.45, 0.61], [0.17, -4.27, 2.14], [-0.23, -2.43, 2.27], [-2.59, -3.13, 1.77], [-1.98, -4.90, 1.45], [-3.13, -1.79, 0.14], [-4.29, -3.38, 0.01], [-5.35, -4.02, -2.44], [-3.58, -4.63, -2.29], [-2.85, -4.08, -4.62], [-4.61, -4.72, -4.77], [-4.06, -2.70, -6.03], [-1.64, -3.01, -3.03], [-2.44, -1.50, -3.87], [-1.08, -1.27, -0.86], [-0.21, -1.02, -2.52], [-2.85, 0.80, -1.81], [-1.61, 1.03, -3.21], [-2.99, 6.00, -1.55], [-3.31, 4.69, -0.22], [-4.10, 4.08, -3.33], [-5.34, 4.80, -1.97], [-4.49, 3.09, -1.75], [0.15, 5.05, -1.85], [-1.19, 6.04, -2.77], [-0.26, 4.86, -4.84], [-1.12, 3.32, -4.11], [0.70, 3.60, -3.71], [-6.06, -2.41, -1.11], [4.90, 4.59, 1.41], [3.41, 4.32, 1.25], [2.69, 4.40, 2.58], [3.22, 3.03, 0.68], [5.36, 3.84, 2.06], [5.41, 4.52, 0.44], [5.08, 5.58, 1.83], [2.98, 5.06, 0.56], [3.08, 3.64, 3.28], [1.62, 4.19, 2.46], [2.81, 5.38, 3.04], [3.60, 2.38, 1.28], [3.38, 1.83, 6.10], [3.31, 0.54, 5.29], [3.88, -0.63, 6.08], [4.05, 0.71, 4.09], [4.41, 2.08, 6.35], [2.98, 2.67, 5.52], [2.81, 1.74, 7.03], [2.27, 0.34, 5.02], [4.93, -0.47, 6.33], [3.84, -1.55, 5.48], [3.32, -0.79, 7.00], [4.98, 0.89, 4.32], [0.06, 9.14, 3.92], [0.54, 7.79, 4.42], [0.89, 7.85, 5.90], [1.69, 7.39, 3.68], [0.84, 9.90, 4.03], [-0.17, 9.09, 2.85], [-0.83, 9.47, 4.46], [-0.23, 7.04, 4.26], [1.70, 8.57, 6.09], [1.25, 6.88, 6.25], [0.03, 8.14, 6.50], [2.39, 8.06, 3.82], [8.16, -2.43, 7.95], [7.36, -1.36, 8.67], [7.70, -1.32, 10.15], [5.97, -1.62, 8.51], [7.94, -3.42, 8.35], [7.90, -2.45, 6.89], [9.24, -2.25, 8.04], [7.57, -0.38, 8.22], [7.46, -2.27, 10.63], [7.11, -0.55, 10.66], [8.76, -1.10, 10.31], [5.78, -2.48, 8.91], [-3.71, -5.53, -9.39], [-2.76, -4.63, -8.62], [-1.31, -5.07, -8.78], [-3.10, -4.65, -7.23], [-3.64, -6.56, -9.03], [-4.74, -5.21, -9.25], [-3.48, -5.52, -10.46], [-2.87, -3.59, -8.96], [-1.17, -6.08, -8.40], [-0.64, -4.42, -8.21], [-1.01, -5.04, -9.84], [-3.01, -5.57, -6.92], [3.05, -5.85, -3.48], [2.25, -4.56, -3.59], [2.78, -3.68, -4.71], [2.31, -3.86, -2.36], [4.10, -5.64, -3.25], [2.67, -6.47, -2.66], [3.01, -6.43, -4.41], [1.20, -4.81, -3.78], [3.82, -3.39, -4.53], [2.20, -2.75, -4.78], [2.73, -4.19, -5.68], [3.25, -3.64, -2.19]],
  "gap_ev": 7.09,
  "lumo_energy_ev": -1.049,
  "e_homo_ev": -8.14,
  "smiles": "CCCOC[C@](CCO)(CCCSC(=S)N(CC)CC)O[C@@H](C(F)(F)C(F)(F)F)S(=O)(=O)F.CC(C)O.CC(C)O.CC(C)O.CC(C)O.CC(C)O.CC(C)O"
}


Here are the calculated E_tot numbers, same order: -5600.2788; -305.7242; -5078.5075; -304.5395; -121.2875; -4094.6792 (hartree).